(1)
Formula: C6H10O
Source: the OMol25 dataset
Level of theory: wB97M-V/def2-TZVPD

Computed properties:
- E_HOMO: -8.8 eV
- LUMO: 0.01985 Ha
- Kohn-Sham gap: 9.3 eV
- Total charge: 0

Last column: Löwdin charge in e.
Geometry (Å):
C -0.295 2.114 0.012  -0.07
C 0.767 1.110 0.399  -0.30
C 0.491 0.005 1.378  -0.09
C 0.763 -0.333 -0.055  -0.27
C -0.370 -0.895 -0.882  -0.15
C -0.843 -2.371 -0.395  -0.14
O 0.137 -2.886 -0.886  -0.01
H -0.308 2.943 0.727  0.08
H -1.297 1.673 0.005  0.07
H -0.103 2.535 -0.983  0.08
H 1.764 1.543 0.463  0.13
H 1.233 -0.250 2.126  0.10
H -0.541 -0.142 1.691  0.11
H 1.748 -0.751 -0.277  0.14
H -0.036 -0.932 -1.950  0.13
H -1.301 -0.377 -0.858  0.07
H -1.810 -2.983 -0.514  0.13

***

(2)
Formula: C4H3N3O
Source: the OMol25 dataset
Level of theory: wB97M-V/def2-TZVPD

Computed properties:
- E_HOMO: -10.3 eV
- LUMO: -0.06296 Ha
- Kohn-Sham gap: 8.6 eV
- Total charge: 0

Last column: Löwdin charge in e.
Geometry (Å):
C 2.116 -0.133 0.293  -0.31
C -0.149 -0.472 0.194  -0.38
C -1.687 1.115 0.004  -0.14
C -2.288 -0.243 -0.249  -0.07
H 2.442 -0.069 1.364  0.14
H -2.337 2.052 0.164  0.13
H -3.368 -0.489 -0.612  0.14
N 0.996 -0.933 0.131  0.19
N -0.443 1.032 0.345  0.14
N -1.338 -1.164 -0.111  0.11
O 2.602 0.545 -0.616  0.04

***

(3)
Formula: C8H17N3O3
Source: the OMol25 dataset
Level of theory: wB97M-V/def2-TZVPD

Computed properties:
- E_HOMO: -8.9 eV
- LUMO: 0.01150 Ha
- Kohn-Sham gap: 9.3 eV
- Total charge: 0

Last column: Löwdin charge in e.
Geometry (Å):
C -2.680 -2.145 -0.054  -0.14
C -2.423 -0.851 0.367  -0.50
C -0.514 0.822 0.215  -0.21
C -1.103 2.092 -0.252  -0.55
C 0.927 0.581 -0.299  -0.16
C 1.439 -0.757 0.098  -0.25
C 2.828 -0.838 -0.304  -0.23
C 3.803 -0.013 0.594  -0.29
H -1.657 -3.148 -1.520  0.07
H -1.064 -3.555 0.016  0.09
H -2.785 -2.584 0.871  0.12
H -3.417 -2.164 -0.841  0.15
H -1.207 -0.719 -1.181  0.12
H -0.508 0.730 1.372  0.20
H 1.539 1.334 0.224  0.12
H 0.964 0.813 -1.305  0.11
H 0.835 -1.660 -0.293  0.12
H 1.262 -0.857 1.250  0.16
H 3.000 -0.607 -1.295  0.09
H 3.158 -1.816 -0.050  0.11
H 3.696 -0.384 1.650  0.12
H 3.582 1.064 0.647  0.10
H 5.168 -0.155 -0.858  0.05
H 5.980 0.328 0.554  0.10
H -2.795 1.578 0.349  0.07
N -1.441 -2.818 -0.594  0.01
N -1.284 -0.296 -0.293  0.08
N 5.175 -0.224 0.142  -0.04
O -3.069 -0.110 1.035  0.10
O -0.401 2.950 -0.656  0.14
O -2.351 2.389 0.051  0.15

***

(4)
Formula: C2H5NOP2
Source: the OMol25 dataset
Level of theory: wB97M-V/def2-TZVPD

Computed properties:
- E_HOMO: -8.4 eV
- LUMO: 0.01908 Ha
- Kohn-Sham gap: 8.9 eV
- Total charge: 0

Last column: Löwdin charge in e.
Geometry (Å):
C -1.838 -0.352 0.051  -0.31
C -0.470 0.061 0.848  -0.38
N 0.296 0.775 -0.163  -0.66
O -2.370 0.889 -0.582  -0.41
P -1.097 1.805 0.255  0.98
P 1.967 1.244 -0.024  0.76
H -1.749 -1.097 -0.792  0.10
H -2.555 -0.926 0.859  0.14
H -0.033 -0.382 1.726  0.08
H 1.936 1.148 -1.333  -0.15
H 1.717 2.615 -0.053  -0.14

***

(5)
Formula: C5H10O
Source: the OMol25 dataset
Level of theory: wB97M-V/def2-TZVPD

Computed properties:
- E_HOMO: -8.7 eV
- LUMO: -0.01226 Ha
- Kohn-Sham gap: 8.3 eV
- Total charge: 0

Last column: Löwdin charge in e.
Geometry (Å):
C 0.797 -1.833 0.239  -0.12
C 0.593 -0.697 -0.637  0.06
C 0.774 1.376 1.407  -0.05
C -0.646 -0.474 -1.268  -0.54
O -0.847 -1.390 -2.077  0.07
C -1.470 0.756 -1.193  -0.01
H 1.402 -2.612 -0.217  0.10
H -0.035 -2.387 0.654  0.08
H 1.410 -1.536 1.078  0.08
H 1.077 0.884 0.451  -0.01
H -0.059 0.857 1.895  0.03
H 0.482 2.401 1.167  0.03
H 1.645 1.370 2.067  0.03
H -1.704 1.089 -0.192  0.07
H -1.017 1.614 -1.673  0.09
H -2.404 0.583 -1.701  0.08

***

(6)
Formula: C16H16N3OS5Ta
Source: the OMol25 dataset
Level of theory: wB97M-V/def2-TZVPD

Computed properties:
- E_HOMO: -7.0 eV
- LUMO: -0.00115 Ha
- Kohn-Sham gap: 6.9 eV
- Total charge: 0

Last column: Löwdin charge in e.
Geometry (Å):
Ta 0.810 0.613 -1.020  1.00
S 1.536 3.094 -1.162  0.56
C -0.176 3.066 -1.133  -1.14
N -0.924 1.966 -1.087  -0.18
C -2.302 2.335 -1.112  -0.27
C -3.442 1.507 -1.105  -0.06
C -4.714 2.059 -1.126  -0.08
C -4.896 3.434 -1.157  -0.09
C -3.805 4.278 -1.172  -0.09
C -2.529 3.722 -1.152  -0.48
S -1.033 4.565 -1.179  1.07
H -3.320 0.447 -1.092  0.04
H -5.572 1.402 -1.121  0.11
H -5.894 3.851 -1.175  0.11
H -3.934 5.351 -1.203  0.11
S 3.359 0.662 -1.112  0.51
C 4.136 -0.878 -1.077  -0.72
C 5.523 -1.003 -1.108  -0.12
C 6.101 -2.264 -1.078  -0.10
C 5.301 -3.402 -1.021  -0.11
C 3.918 -3.282 -0.994  -0.13
C 3.336 -2.017 -1.020  -0.70
S 1.623 -1.805 -0.988  0.55
H 6.141 -0.116 -1.154  0.10
H 7.179 -2.357 -1.101  0.10
H 5.752 -4.386 -1.000  0.09
H 3.291 -4.163 -0.952  0.10
O 0.829 0.691 0.740  -0.53
C -2.096 -0.165 2.939  -0.05
N -1.886 -0.255 1.502  0.00
C -1.184 -1.123 0.776  -0.78
S -1.199 -0.992 -0.932  0.62
N -0.481 -2.111 1.308  -0.03
C -0.210 -2.452 2.698  -0.04
H -2.763 0.672 3.123  0.09
H -1.154 0.022 3.451  0.09
H -2.561 -1.072 3.319  0.08
H -2.374 0.422 0.944  0.09
H -0.004 -2.663 0.610  0.04
H -1.126 -2.727 3.217  0.08
H 0.279 -1.621 3.203  0.09
H 0.461 -3.305 2.702  0.10

***

(7)
Formula: C20H63FO12P2
Source: the OMol25 dataset
Level of theory: wB97M-V/def2-TZVPD

Computed properties:
- E_HOMO: -7.7 eV
- LUMO: 0.01397 Ha
- Kohn-Sham gap: 8.1 eV
- Total charge: 0

Last column: Löwdin charge in e.
Geometry (Å):
C -1.742 -3.276 0.457  -0.01
C -0.933 -2.602 -0.174  -0.36
P 0.356 -1.435 -0.937  0.73
C -0.048 -1.340 -2.780  -0.38
C 1.215 -1.664 -3.679  -0.25
F 1.991 -2.724 -3.125  -0.12
P 0.096 0.464 0.091  0.74
C 1.723 1.289 0.530  -0.46
C 2.829 0.174 0.766  -0.19
C -1.087 1.631 -0.778  -0.46
C -1.757 2.543 0.375  -0.17
H -2.595 -3.550 1.119  0.06
H -0.499 -0.371 -3.121  0.08
H -0.818 -2.160 -3.018  0.07
H 1.861 -0.744 -3.728  0.11
H 0.937 -1.903 -4.747  0.12
H 1.577 1.793 1.531  0.04
H 2.045 2.104 -0.178  0.07
H 2.514 -0.556 1.570  0.06
H 2.998 -0.408 -0.188  0.05
H 3.783 0.657 1.120  0.07
H -1.938 1.124 -1.308  0.06
H -0.549 2.275 -1.531  0.07
H -1.064 2.483 1.265  0.04
H -1.880 3.608 0.043  0.07
H -2.718 2.047 0.670  0.07
C 1.872 3.210 4.599  -0.14
O 1.336 2.244 3.701  -0.14
H 1.904 4.176 4.096  0.07
H 1.237 3.286 5.484  0.08
H 2.884 2.922 4.893  0.08
H 1.316 1.400 4.167  0.08
C -0.349 -2.342 4.152  -0.16
O 0.986 -2.265 3.694  -0.13
H -0.357 -2.683 5.184  0.06
H -0.819 -1.357 4.094  0.08
H -0.896 -3.058 3.531  0.07
H 0.929 -1.969 2.783  0.04
C -2.230 -6.742 -0.009  -0.17
O -3.516 -6.739 0.605  -0.14
H -2.300 -6.248 -0.978  0.08
H -1.521 -6.201 0.622  0.07
H -1.893 -7.771 -0.151  0.06
H -3.426 -7.179 1.458  0.07
C -4.278 -2.435 -3.138  -0.14
O -3.090 -3.219 -3.151  -0.15
H -4.900 -2.727 -3.983  0.06
H -4.825 -2.611 -2.208  0.08
H -4.022 -1.375 -3.226  0.07
H -2.558 -2.943 -2.394  0.02
C -7.823 -2.739 -5.266  -0.15
O -6.486 -2.662 -5.751  -0.14
H -7.801 -3.053 -4.224  0.08
H -8.298 -1.758 -5.339  0.06
H -8.385 -3.470 -5.853  0.08
H -6.533 -2.383 -6.672  0.08
C 3.691 4.828 -0.052  -0.14
O 2.428 4.846 0.612  -0.13
H 3.581 5.295 -1.030  0.09
H 4.422 5.386 0.535  0.04
H 4.023 3.795 -0.178  0.06
H 2.553 4.427 1.472  0.06
C 7.624 5.457 0.987  -0.14
O 6.367 5.475 1.653  -0.14
H 7.511 5.923 0.010  0.08
H 8.359 6.017 1.572  0.08
H 7.958 4.426 0.859  0.06
H 6.494 5.058 2.513  0.08
C -9.825 1.319 -6.144  -0.16
O -8.716 0.854 -5.385  -0.13
H -10.562 0.521 -6.211  0.08
H -10.275 2.185 -5.652  0.08
H -9.497 1.594 -7.150  0.08
H -8.079 1.575 -5.339  0.08
C 0.835 -7.683 -1.793  -0.16
O 0.457 -8.610 -0.785  -0.14
H 1.079 -6.731 -1.323  0.08
H 1.711 -8.054 -2.330  0.07
H 0.005 -7.539 -2.490  0.08
H 0.246 -9.440 -1.227  0.08
C 3.605 7.819 2.151  -0.16
O 3.268 6.924 3.202  -0.13
H 3.867 8.784 2.583  0.08
H 4.460 7.429 1.594  0.06
H 2.748 7.942 1.484  0.08
H 3.041 6.082 2.791  0.04
C 7.103 1.944 -0.696  -0.15
O 6.595 3.225 -1.049  -0.14
H 7.893 2.073 0.043  0.07
H 6.305 1.333 -0.267  0.07
H 7.514 1.451 -1.580  0.08
H 5.900 3.086 -1.701  0.08
C -1.076 -1.298 8.011  -0.15
O -1.601 -2.235 7.080  -0.14
H -1.018 -0.323 7.529  0.08
H -1.732 -1.231 8.882  0.07
H -0.075 -1.606 8.324  0.08
H -1.643 -3.088 7.527  0.08

***

(8)
Formula: C12H31ClIO2P2V
Source: the OMol25 dataset
Level of theory: wB97M-V/def2-TZVPD

Computed properties:
- E_HOMO (spin up / spin down): -15.8 / -15.9 eV
- LUMO (spin up / spin down): -0.33449 / -0.29307 Ha
- 2S+1: 3
- Kohn-Sham gap (spin up / spin down): 6.7 / 7.9 eV
- Expectation value of S²: 2.0328
- Total charge: +2

Last column: Löwdin charge in e.
Geometry (Å):
C 3.389 1.643 -5.508  -0.06
C 2.443 0.597 -4.963  -0.68
H 3.623 1.405 -6.559  0.11
H 4.323 1.653 -4.931  0.10
H 2.926 2.639 -5.466  0.10
O 1.972 -0.349 -5.541  0.08
I 1.903 0.911 -2.819  0.98
V 0.238 0.330 -0.123  0.34
P -1.682 1.519 -0.999  0.69
C -3.338 0.797 -1.147  -0.23
C -2.032 2.923 0.090  -0.25
H -2.864 3.477 -0.357  0.07
H -2.208 2.982 -2.825  0.07
H -1.141 3.546 0.163  0.03
H -0.431 2.694 -2.709  -0.01
H -3.655 0.374 -0.187  0.04
H -2.289 2.571 1.094  0.05
C -1.424 2.241 -2.633  -0.29
H -4.060 1.559 -1.481  0.08
H -1.456 1.433 -3.366  0.05
H -3.275 -0.024 -1.864  0.06
P 2.050 -1.163 0.462  0.68
C 1.728 -2.899 0.884  -0.23
C 3.522 -1.316 -0.568  -0.29
H 2.975 0.502 1.933  0.02
H 3.595 -1.159 2.255  0.07
H 1.947 -0.650 2.815  0.05
C 2.710 -0.551 2.035  -0.25
H 3.821 -0.337 -0.946  0.00
H 4.311 -1.769 0.050  0.07
H 2.648 -3.380 1.250  0.08
H 1.382 -3.390 -0.028  0.06
H 3.275 -1.942 -1.426  0.05
H 0.934 -2.979 1.635  0.02
Cl 1.329 2.200 0.423  0.17
C -1.785 -2.744 2.594  -0.05
C -1.971 -1.664 1.541  -0.26
O -1.070 -0.579 1.758  -0.31
C -1.021 -0.151 3.160  -0.23
C -2.365 0.394 3.603  -0.04
H -0.816 -3.249 2.455  0.07
H -2.571 -3.493 2.422  0.11
H -1.853 -2.372 3.631  0.08
H -1.734 -2.106 0.570  0.12
H -3.007 -1.295 1.485  0.12
H -0.691 -1.032 3.772  0.12
H -0.197 0.607 3.240  0.13
H -3.010 -0.419 3.949  0.09
H -2.250 1.121 4.410  0.10
H -2.849 0.893 2.766  0.07